Computed, not measured: a molecular structure, C17H18B2KO25, with wB97M-V/def2-TZVPD.

```
63
Properties=species:S:1:pos:R:3:nbo_charge:R:1
K 0.611 -0.191 2.110 0.965
O -5.456 2.005 -4.230 -0.541
C -4.466 1.582 -3.709 0.676
O -4.042 1.804 -2.496 -0.634
B -2.788 1.077 -2.256 1.162
O -2.455 0.442 -3.554 -0.673
C -3.436 0.693 -4.421 0.676
O -3.463 0.324 -5.555 -0.551
O -2.951 0.094 -1.142 -0.612
C -1.889 0.145 -0.395 0.696
O -1.636 -0.597 0.529 -0.647
C -1.018 1.328 -0.823 0.694
O -1.647 1.918 -1.810 -0.621
O 0.091 1.572 -0.418 -0.606
O -5.159 5.444 -1.204 -0.536
C -4.647 5.196 -0.166 0.673
O -3.613 4.383 0.018 -0.660
B -3.297 4.307 1.449 1.150
O -4.420 4.943 2.124 -0.667
C -5.183 5.587 1.257 0.691
O -6.112 6.303 1.446 -0.550
O -3.103 2.900 1.835 -0.621
C -1.922 2.739 2.365 0.702
O -1.490 1.755 2.912 -0.627
C -1.183 4.080 2.217 0.682
O -1.993 4.988 1.710 -0.626
O -0.019 4.272 2.462 -0.598
C 3.789 -4.184 0.951 -0.259
O 3.514 -3.589 -0.306 -0.484
C 2.840 -2.456 -0.275 1.002
O 2.397 -1.922 0.716 -0.701
O 2.708 -2.007 -1.503 -0.485
C 2.009 -0.790 -1.717 -0.274
H 4.210 -5.182 0.869 0.200
H 2.886 -4.297 1.551 0.209
H 4.516 -3.565 1.480 0.177
H 1.598 -0.714 -2.716 0.212
H 2.589 0.104 -1.493 0.202
H 1.207 -0.677 -0.983 0.202
C 5.509 0.260 0.319 -0.253
O 5.165 1.500 0.905 -0.492
C 3.914 1.787 1.179 0.998
O 2.954 1.068 0.982 -0.694
O 3.853 2.997 1.694 -0.492
C 2.582 3.551 2.017 -0.262
H 5.062 0.129 -0.664 0.191
H 5.113 -0.530 0.964 0.188
H 6.582 0.138 0.223 0.200
H 2.184 4.104 1.168 0.211
H 2.662 4.199 2.884 0.204
H 1.841 2.783 2.231 0.204
C -0.003 -6.702 -1.721 -0.260
O -0.809 -5.633 -1.242 -0.485
C -0.418 -5.170 -0.048 0.984
O 0.537 -5.551 0.566 -0.657
O -1.306 -4.267 0.321 -0.473
C -0.981 -3.528 1.475 -0.255
H 1.050 -6.426 -1.670 0.196
H -0.304 -6.945 -2.734 0.198
H -0.129 -7.604 -1.119 0.181
H -0.644 -4.166 2.297 0.183
H -1.830 -2.976 1.866 0.218
H -0.163 -2.834 1.279 0.173
```

Output
* charge: -1
* energy above the lowest of the compared OMol25 structures with the same formula, charge and spin: 0.193 eV
* LUMO: 1.2 eV
* electronic energy: -3189.92233 Eh